1.
{
  "formula": "C23H30BrIrO5",
  "method": "ωB97M-V/def2-TZVPD",
  "spin_multiplicity": 6,
  "charge": -1,
  "de_lowest_ev": 0.000,
  "e_lumo_ha": [0.089, 0.089],
  "energy_ha": -3948.749677,
  "homo_energy_ev": [-1.74, -3.90],
  "fmax_ev_per_a": 5.2,
  "symbols": ["C", "C", "C", "C", "H", "H", "C", "H", "H", "C", "H", "H", "C", "C", "C", "O", "O", "O", "O", "C", "H", "H", "H", "C", "H", "H", "H", "O", "H", "H", "C", "C", "H", "H", "H", "H", "H", "H", "Ir", "C", "C", "C", "H", "C", "C", "H", "H", "H", "H", "C", "C", "C", "H", "C", "C", "H", "H", "H", "H", "Br"],
  "xyz": [[2.8512, 0.4593, -0.8826], [1.4778, 0.9919, -0.4374], [2.9254, -1.0312, -0.5275], [1.8137, -1.2976, 0.5298], [3.9139, -1.2640, -0.1155], [2.8118, -1.6366, -1.4360], [1.1617, 0.2156, 0.8240], [0.7192, 0.8030, -1.2125], [1.5449, 2.0801, -0.2905], [-0.2225, 0.4660, 1.5433], [1.8858, 0.5672, 1.5912], [2.3018, -1.5631, 1.4918], [1.0812, -2.5292, 0.1746], [3.1122, 0.7872, -2.3455], [4.0334, 1.1753, -0.2209], [5.0103, 0.6086, 0.2461], [2.2343, 0.9944, -3.1677], [4.4210, 0.8407, -2.6476], [3.9791, 2.5139, -0.2635], [5.2134, 3.0835, 0.2004], [5.0700, 4.1621, 0.1360], [6.0341, 2.7474, -0.4472], [5.4227, 2.7585, 1.2274], [4.6610, 1.1420, -4.0233], [4.0898, 0.4646, -4.6682], [5.7332, 1.0127, -4.1646], [4.3653, 2.1745, -4.2502], [-1.3370, 1.0377, 0.8051], [-0.0377, 1.2428, 2.3256], [-0.5015, -0.4701, 2.1007], [0.5445, -3.3696, 1.2546], [0.6591, -2.7799, -1.2262], [1.3239, -3.5105, -1.7212], [0.6504, -1.8830, -1.8680], [-0.3466, -3.2282, -1.2374], [-0.4962, -3.6446, 1.0478], [0.5454, -2.8640, 2.2264], [1.1025, -4.3092, 1.3639], [-3.0394, 0.1250, 0.8767], [-4.8499, -0.6114, 2.8159], [-3.5064, -0.5994, 3.2893], [-2.9254, 0.6814, 2.9692], [-2.9882, -1.3854, 3.8265], [-3.9458, 1.4651, 2.2641], [-5.1296, 0.6262, 2.1977], [-6.0851, 0.9518, 1.7957], [-5.5354, -1.4506, 2.9397], [-1.9840, 1.0775, 3.3363], [-3.8642, 2.5204, 2.0111], [-4.5159, -0.9942, -1.3139], [-5.5083, -0.0220, -1.0739], [-4.8989, 1.2042, -0.7523], [-6.5818, -0.1636, -1.1919], [-3.4503, 1.0628, -0.8613], [-3.2169, -0.3736, -1.2077], [-2.2738, -0.7407, -1.6160], [-4.6679, -2.0371, -1.5855], [-5.3956, 2.1443, -0.5142], [-2.7243, 1.8361, -1.1033], [-2.6654, -2.2652, 0.9625]],
  "forces_ev_per_a": [[0.7, 0.9, -0.1], [-0.2, 0.1, -0.3], [0.0, 0.0, 0.0], [0.4, 0.4, 0.6], [-0.3, 0.1, -0.2], [-0.2, 0.1, 0.3], [0.4, -0.7, 0.6], [0.3, 0.0, 0.2], [-0.3, -0.3, 0.0], [-0.6, 0.7, 0.3], [-0.2, -0.1, -0.3], [-0.1, 0.4, -0.4], [-0.8, 1.1, -0.1], [-1.7, 0.0, -0.9], [1.1, -0.9, 1.0], [-1.1, 0.4, -0.4], [1.2, -0.3, 0.8], [-0.3, -0.1, -0.3], [0.1, -0.2, 0.1], [0.0, 0.3, 0.0], [0.1, -0.1, 0.1], [-0.2, 0.2, 0.2], [-0.1, 0.2, -0.3], [0.1, 0.1, -0.3], [0.2, 0.2, 0.1], [-0.1, 0.0, 0.0], [0.1, -0.3, 0.1], [5.1, 0.2, -0.4], [0.3, -0.6, -0.3], [0.0, 0.6, -0.6], [-0.4, -0.6, 0.3], [-0.3, -0.4, -0.4], [-0.1, 0.1, 0.0], [0.0, -0.2, 0.3], [0.2, 0.2, -0.1], [0.2, 0.0, 0.1], [0.1, 0.0, -0.1], [0.1, -0.1, 0.1], [-0.7, -1.8, 0.1], [-0.4, 0.7, 0.4], [-0.1, 1.4, 0.9], [-1.4, 0.0, 1.4], [-0.2, 0.1, -0.3], [0.1, -0.4, 1.2], [-0.3, -0.2, 1.2], [0.3, -0.3, -0.1], [0.2, 0.3, -0.3], [-0.2, -0.2, -0.2], [-0.1, -0.3, 0.1], [-0.3, 0.6, -0.7], [-0.1, 0.1, -0.4], [0.1, 0.0, -1.4], [0.3, -0.1, 0.4], [-0.6, -0.7, -2.1], [-0.5, 2.0, -0.4], [-0.4, 0.0, 0.2], [-0.1, 0.3, 0.2], [0.0, -0.3, 0.0], [-0.3, 0.0, 0.2], [0.6, -2.7, 0.2]],
  "lowdin_charge": [-0.25, -0.08, -0.05, -0.19, 0.12, 0.12, -0.16, 0.13, 0.14, -0.26, 0.13, 0.14, -0.30, -0.42, -0.44, 0.09, 0.12, -0.03, -0.02, -0.04, 0.09, 0.10, 0.10, -0.04, 0.10, 0.09, 0.10, -0.43, 0.10, 0.09, -0.13, -0.08, 0.08, 0.08, 0.07, -0.03, 0.08, 0.08, 1.17, -0.20, -0.27, -0.29, 0.08, -0.28, -0.20, 0.09, 0.09, 0.09, 0.10, -0.19, -0.18, -0.17, 0.08, -0.36, -0.39, 0.08, 0.08, 0.09, 0.09, 0.27]
}

---

2.
{
  "formula": "C32H61N5O6ScSi4",
  "method": "ωB97M-V/def2-TZVPD",
  "charge": 1,
  "de_lowest_ev": 0.000,
  "e_lumo_ha": [-0.104, -0.127],
  "energy_ha": -3899.710252,
  "homo_energy_ev": [-9.51, -7.99],
  "fmax_ev_per_a": 2.9,
  "symbols": ["Sc", "O", "C", "O", "C", "O", "C", "C", "O", "O", "H", "H", "H", "H", "H", "C", "N", "C", "C", "C", "N", "C", "C", "H", "H", "H", "H", "H", "H", "H", "H", "H", "H", "H", "H", "H", "H", "H", "H", "C", "C", "C", "C", "C", "N", "C", "O", "N", "C", "C", "C", "C", "N", "C", "C", "C", "H", "H", "H", "H", "H", "H", "H", "H", "H", "H", "H", "H", "H", "C", "Si", "C", "C", "Si", "Si", "C", "C", "C", "Si", "C", "C", "C", "H", "H", "H", "H", "H", "H", "H", "H", "H", "H", "H", "H", "H", "H", "H", "H", "H", "H", "H", "H", "H", "H", "H", "H", "H", "H", "H"],
  "xyz": [[-1.8316, -0.4150, -0.9837], [-2.8045, 3.8224, -1.4986], [-1.9945, 2.7935, -1.1526], [-2.0949, 1.6711, -1.7199], [-1.1150, 3.1148, 0.0112], [-1.9523, 2.9657, 1.1786], [-1.3256, 2.2273, 2.2485], [-0.8646, 0.7693, 1.9370], [-0.1274, 0.2053, 2.7256], [-1.3415, 0.1853, 0.8098], [-3.3378, 3.4837, -2.2272], [-0.2360, 2.4646, 0.0765], [-0.7651, 4.1480, -0.0233], [-0.4061, 2.7140, 2.6285], [-1.9966, 2.2202, 3.1622], [0.6533, -0.2044, -3.0517], [-0.6964, -0.9054, -3.0926], [-1.4891, -0.4375, -4.2815], [-0.4956, -2.3955, -3.2339], [0.1174, -2.9583, -1.9011], [-0.5187, -2.3871, -0.6817], [0.4555, -2.4093, 0.4031], [-1.6149, -3.2814, -0.2347], [1.1992, -0.5148, -3.9579], [1.1788, -0.5200, -2.1637], [0.4578, 0.8942, -2.9771], [-0.9049, -0.5407, -5.2370], [-1.8576, 0.5857, -4.2487], [-2.3605, -1.1531, -4.4636], [0.2074, -2.5728, -4.0626], [-1.4869, -2.8515, -3.4724], [1.1824, -2.6669, -1.8323], [0.0260, -4.0592, -1.9167], [0.7429, -3.4487, 0.6943], [0.0398, -1.8564, 1.2301], [1.3352, -1.8863, 0.0908], [-1.2786, -4.3122, -0.1508], [-2.4405, -3.1916, -0.9725], [-1.9297, -2.9629, 0.7538], [-7.5837, 3.3903, 1.2264], [-7.5607, 1.8835, 1.2577], [-8.1992, 0.9091, 0.4354], [-8.1426, -0.4792, 0.6717], [-7.5364, -0.9726, 1.8479], [-7.4803, -2.3525, 2.0948], [-6.3167, -2.9355, 2.6009], [-6.3787, -3.8533, 3.4384], [-5.1884, -2.3751, 2.0080], [-5.1690, -2.0718, 0.5491], [-5.7892, -2.7908, -0.4852], [-5.3887, -2.4556, -1.7907], [-4.5045, -1.4513, -2.1272], [-3.9306, -0.7636, -1.1000], [-4.4158, -0.9701, 0.1931], [-6.8431, -0.0607, 2.6688], [-6.9353, 1.3183, 2.3751], [-7.9757, 3.8381, 0.2791], [-6.5350, 3.8643, 1.2740], [-8.1859, 3.7315, 2.1149], [-8.8432, 1.2066, -0.3841], [-8.5956, -1.1665, -0.0045], [-8.2790, -2.6143, 2.6669], [-4.3970, -2.9655, 2.2765], [-6.3683, -3.6748, -0.3788], [-5.7759, -3.1295, -2.5463], [-4.3131, -1.1704, -3.1694], [-4.0726, -0.1854, 0.8636], [-6.2828, -0.4283, 3.5017], [-6.5822, 1.9366, 3.1754], [6.4441, 3.1432, -2.0150], [5.1914, 2.8501, -0.6031], [5.8864, 3.7411, 0.8041], [3.6222, 3.6467, -1.1860], [4.5870, 0.6500, 0.1081], [6.0459, -0.9427, -0.7990], [6.3248, -0.7118, -2.7144], [7.7770, -0.9017, -0.1261], [5.4271, -2.6918, -0.7230], [4.8888, 0.3564, 2.5075], [3.5198, 1.0139, 3.6092], [6.5844, 1.0881, 2.9807], [5.1215, -1.4565, 3.0662], [6.4389, 4.2462, -2.2847], [6.1447, 2.6359, -2.9995], [7.4466, 2.8170, -1.7511], [6.9976, 3.6016, 0.8319], [5.4457, 3.3711, 1.7266], [5.5403, 4.8267, 0.7193], [3.9106, 4.5792, -1.6097], [3.0400, 3.8001, -0.2800], [3.0307, 3.0301, -1.8784], [7.1829, -1.2819, -3.0444], [6.5333, 0.3054, -2.9720], [5.4547, -0.9852, -3.3172], [8.1034, 0.0997, 0.2396], [8.4324, -1.0221, -0.9897], [8.1157, -1.7180, 0.5253], [4.6253, -2.8501, 0.0389], [6.2596, -3.3715, -0.4040], [5.0413, -2.9975, -1.6824], [3.5167, 0.7636, 4.6488], [2.5478, 0.6157, 3.2591], [3.5169, 2.0751, 3.5871], [6.9576, 0.7057, 3.9412], [6.5562, 2.1935, 3.0104], [7.3430, 0.7601, 2.2942], [5.7394, -1.4062, 3.9490], [5.6898, -2.1076, 2.3389], [4.2090, -2.0178, 3.2481]],
  "forces_ev_per_a": [[-0.4, 0.1, -0.4], [1.6, -1.8, 0.4], [-1.6, -0.7, -1.1], [0.5, 2.2, 0.9], [0.2, 0.1, 1.5], [0.6, -0.8, 0.2], [0.2, -0.1, 0.5], [-0.3, -0.9, -0.2], [-0.8, 0.6, -1.0], [0.5, 1.0, 1.2], [-0.5, 0.1, -0.3], [-0.2, -0.1, -0.3], [-0.1, 0.0, -0.2], [-0.3, 0.1, -0.4], [0.4, -0.1, -1.4], [-1.6, 0.0, -0.4], [-0.3, 0.3, -0.4], [-0.2, -1.6, -1.2], [-0.1, 0.5, 1.1], [-0.1, 0.6, -0.9], [-0.3, -1.0, -0.4], [0.3, -0.3, 0.5], [-0.6, 0.6, -0.8], [0.1, 0.5, 0.3], [0.3, -0.1, 0.2], [0.4, -0.9, -0.4], [-0.1, 0.2, 0.9], [0.1, 0.0, 0.5], [1.0, 1.1, 0.6], [-0.3, -0.2, 0.1], [0.8, 0.3, 0.2], [-0.5, -0.4, -0.3], [0.2, 0.4, 0.1], [-0.3, 0.6, -0.2], [0.0, -0.1, 0.5], [0.7, 0.3, -0.1], [0.0, -0.2, -0.1], [0.1, -0.4, 0.6], [-0.3, 0.1, 0.1], [0.4, 1.2, -0.6], [-0.2, -2.0, 0.6], [0.1, 0.4, 0.1], [0.5, 1.1, 1.7], [1.2, 2.1, -1.3], [-0.5, -0.8, 1.1], [-1.7, -1.2, 0.7], [1.0, 2.0, -1.8], [0.4, -1.1, -1.0], [0.2, 0.7, 1.4], [1.4, 0.2, -0.3], [-0.5, -0.6, -0.5], [-0.9, -0.9, 0.3], [1.2, 0.9, 0.4], [0.6, 0.0, -0.3], [-1.5, 0.7, -1.6], [0.2, -1.2, 0.6], [-0.2, -0.6, 0.8], [-1.4, -1.0, 0.3], [0.6, 0.0, -1.0], [0.3, 0.3, -0.2], [-0.4, -0.3, -0.4], [0.2, -0.5, -0.2], [-0.1, 0.5, -0.2], [-0.5, -0.4, 0.5], [-0.1, 0.4, -0.3], [0.2, -0.1, 0.5], [-0.1, -0.6, 0.5], [0.1, 0.1, 0.5], [0.5, 0.7, 0.0], [-1.0, -0.1, -1.6], [0.2, -0.9, -1.7], [0.2, 1.6, 1.0], [-0.5, -0.9, 0.5], [0.7, 0.0, 0.6], [0.1, -0.1, -1.7], [-0.7, 0.1, 0.9], [1.3, 0.8, 0.2], [-0.2, -1.0, 1.7], [0.6, -0.8, 0.7], [-0.7, -0.7, -0.9], [-0.5, 0.6, 0.3], [0.4, -0.6, -1.8], [0.1, -1.1, 0.6], [0.4, 0.5, 1.4], [0.2, 0.1, -0.1], [-1.0, 0.5, 0.1], [0.1, 0.1, 0.2], [1.0, -1.2, 0.1], [-0.1, 0.9, -0.5], [-0.4, 0.3, 0.0], [0.3, 0.3, 0.1], [0.2, -0.4, 0.0], [0.2, 0.8, -0.1], [0.0, -0.2, 0.1], [-0.3, -0.8, 0.2], [-0.1, -0.1, -0.3], [-0.5, 0.4, 0.3], [0.5, 0.1, -0.5], [-0.6, 0.4, -0.5], [-0.1, -0.2, -0.3], [0.6, -0.5, 0.7], [0.3, 0.4, -0.1], [-0.3, 1.2, -0.2], [-0.5, 0.2, 0.0], [0.3, -0.6, 0.1], [0.3, 0.0, -0.7], [0.0, -0.1, 0.5], [-0.4, 0.8, 0.5], [-0.2, 0.1, 0.3]],
  "lowdin_charge": [1.06, 0.18, -0.35, -0.03, -0.09, -0.10, -0.08, -0.50, 0.09, -0.18, 0.14, 0.14, 0.15, 0.14, 0.16, -0.04, -0.33, -0.08, -0.14, -0.15, -0.33, -0.07, -0.07, 0.11, 0.07, 0.10, 0.11, 0.08, 0.10, 0.13, 0.13, 0.12, 0.14, 0.13, 0.07, 0.08, 0.10, 0.09, 0.10, -0.07, -0.27, -0.03, -0.01, -0.28, 0.11, -0.52, 0.06, 0.13, -0.21, -0.02, -0.08, -0.17, -0.11, -0.09, -0.01, -0.06, 0.08, 0.10, 0.10, 0.10, 0.10, 0.16, 0.15, 0.11, 0.11, 0.10, 0.12, 0.11, 0.10, -0.22, 0.25, -0.24, -0.25, 0.53, 0.28, -0.21, -0.23, -0.25, 0.36, -0.22, -0.21, -0.22, 0.05, 0.04, 0.02, 0.06, -0.01, 0.07, 0.02, 0.02, 0.02, 0.03, -0.02, 0.02, 0.03, 0.02, 0.04, 0.02, 0.05, 0.01, 0.03, 0.02, 0.00, 0.04, 0.02, 0.00, 0.02, 0.03, 0.02]
}